{
  "formula": "CH4N2O4",
  "method": "ωB97M-V/def2-TZVPD",
  "species": ["C", "N", "N", "O", "O", "O", "O", "H", "H", "H", "H"],
  "coordinates": [[-1.455, -0.681, 0.007], [1.887, -0.535, -0.161], [0.042, 0.826, 0.711], [2.500, 0.221, -0.786], [1.926, -1.667, 0.265], [0.705, 1.992, 0.413], [-1.005, 0.658, -0.109], [-2.387, -0.882, -0.623], [-1.901, -0.808, 0.950], [-0.600, -1.391, -0.286], [0.286, 2.268, -0.382]],
  "homo_ev": [-9.37, -8.54],
  "total_energy_ha": -450.69294,
  "orbital_gap_ev": [9.952, 7.987],
  "de_lowest_kj_mol": 535.7
}